Computed, not measured: C2H48O24V as an isolated structure in a non-equilibrium geometry, with ωB97M-V/def2-TZVPD.

The geometry in XYZ format:
```
75
Properties=species:S:1:pos:R:3:forces:R:3
V 0.22508 0.13410 0.20894 0.617 -1.672 -0.709
O -1.47792 0.60225 -0.90217 0.745 1.369 0.042
C -2.57634 -0.17280 -0.58272 -0.950 -1.180 0.132
C -2.48904 -0.67403 0.83403 0.811 0.358 2.178
O -1.18199 -1.17699 1.14548 -0.478 0.079 -0.568
H -2.51126 -1.08843 -1.17054 -0.607 0.042 -0.860
H -3.53559 0.40998 -0.66146 0.538 -0.693 -0.403
H -3.31562 -1.31285 1.28585 0.773 0.386 -1.192
H -2.57365 0.27465 1.35201 -0.277 0.536 0.952
O 1.87405 -0.69338 1.24985 0.375 -0.557 0.408
H 1.62883 -1.21671 2.06894 -0.253 0.556 -0.504
H 2.61633 -0.11736 1.48872 0.059 0.319 -0.196
O 0.48894 -1.50106 3.25458 -1.528 0.448 0.292
H 0.58611 -0.74388 3.92297 -0.806 -1.004 -1.693
H -0.39114 -1.43354 2.62625 2.058 0.498 1.426
O -0.67156 -4.83343 -4.53985 1.179 0.375 -0.737
H -1.57353 -4.73465 -4.78290 -1.167 0.037 -0.246
H -0.65837 -5.31148 -3.71833 -0.012 -0.284 1.061
O -0.37241 -3.65383 0.26513 0.009 -0.340 -0.584
H -0.19803 -4.29698 0.96325 -0.099 0.359 0.132
H -0.80273 -2.85000 0.62580 0.071 0.340 0.408
O 3.52965 1.66131 1.20130 -0.609 1.176 0.465
H 3.20324 2.30579 1.86924 0.452 -0.633 -0.361
H 3.00319 1.90381 0.39485 0.581 -0.646 0.636
O -2.24000 1.76230 4.34101 -1.801 -1.904 -0.514
H -2.59240 0.82726 4.15806 0.782 1.937 0.539
H -2.57638 2.24876 3.56260 0.252 0.027 -0.142
O 0.36833 -4.33188 3.80280 0.492 -1.639 -3.426
H 0.57280 -3.44195 3.90046 0.771 3.270 -0.640
H 0.12265 -4.50745 4.64802 -1.339 -1.605 3.867
O -0.25633 4.06201 4.89089 0.146 1.275 1.411
H -0.49725 4.38513 5.80583 0.269 -0.815 -1.713
H -0.90221 3.41395 4.60634 -0.294 -0.176 0.344
O 2.81134 -0.16154 -2.94689 -0.457 0.699 -0.381
H 3.11630 -1.08677 -2.99500 0.181 0.021 -0.276
H 2.45266 0.09470 -3.82234 0.179 -0.350 0.510
O -1.67065 3.09892 -0.59888 0.483 -1.042 0.397
H -2.15914 3.40378 -1.36895 -0.172 -0.358 -0.040
H -1.47263 2.00836 -0.69852 -0.980 0.564 -0.540
O 0.53511 -1.41105 -1.54123 0.735 -1.700 -0.836
H 1.28425 -1.32361 -2.18660 -0.745 0.493 0.742
H 0.43352 -2.40798 -1.52512 -0.110 1.572 0.585
O 0.93392 -2.41369 -5.01717 0.558 -2.054 -0.252
H 0.58658 -1.54620 -4.87441 -0.900 0.621 0.160
H 0.28532 -3.16752 -4.98666 0.486 1.364 0.277
O 1.56864 3.63355 2.75851 -0.534 -1.439 3.159
H 1.26818 3.94565 3.69140 0.328 -0.713 -1.981
H 1.61371 4.37936 2.22163 0.146 2.257 -1.330
O 0.04135 1.71798 1.57045 0.522 0.284 -0.233
H -0.84833 1.90401 1.86245 -0.524 0.255 0.300
H 0.59761 2.51118 1.74302 -0.218 -0.260 0.085
O 1.96148 1.30032 -0.78145 -1.238 0.189 0.221
H 1.46665 2.02315 -1.20276 -0.216 0.768 0.054
H 2.38562 0.86638 -1.52208 0.573 -1.005 -0.760
O 3.63579 -2.63195 -2.94587 0.302 -0.747 0.115
H 3.37609 -3.39239 -3.50074 0.224 0.514 0.523
H 4.26328 -2.90734 -2.25294 -0.493 -0.113 -0.594
O 0.72519 3.60482 -1.40619 3.075 0.309 -1.681
H 0.83863 3.89001 -2.34955 -0.870 -0.325 1.591
H -0.15068 3.63606 -1.04959 -1.773 0.088 -0.117
O -2.46507 2.99690 1.85354 0.529 -0.475 -2.016
H -2.08706 2.84247 0.84759 -1.152 1.106 2.026
H -3.31002 3.41151 1.63971 0.070 -0.011 0.202
O 0.78691 0.51138 -4.91539 0.180 0.147 -0.645
H 0.32801 1.08993 -4.29585 -0.472 0.109 0.461
H 0.63296 0.91396 -5.78517 0.184 -0.266 0.326
O -1.00563 -5.55639 -1.58890 -0.577 1.525 0.297
H -1.96501 -5.64054 -1.65342 0.040 -0.416 -0.085
H -0.96252 -4.66935 -1.10108 0.563 -1.277 -0.299
O 0.28559 1.22707 4.32436 1.750 -1.092 1.127
H -0.62805 1.35100 4.52195 -1.129 0.120 0.287
H 0.40890 1.71207 3.52772 0.420 0.244 -0.979
O -1.30599 1.75415 -3.23134 -1.032 -1.067 -0.815
H -1.52973 1.04506 -2.53078 0.633 0.947 -0.364
H -1.88853 1.54396 -4.00267 0.674 0.277 0.973
```
Forces are in eV/Å.

Output
* HOMO-LUMO gap (alpha / beta): 6.75 / 8.77 eV
* 2S+1: 4
* E_HOMO (alpha / beta): -6.73 / -8.74 eV

Atomic partial charges in e from the Löwdin method, atoms 1 to 5: V 0.8748; O -0.3691; C -0.3065; C -0.2905; O -0.3798

***

Computed, not measured: C2H4AsF6KO4 as an isolated structure in a non-equilibrium geometry, with ωB97M-V/def2-TZVPD.

The geometry in XYZ format:
```
18
Properties=species:S:1:pos:R:3:forces:R:3
K -1.34489 0.75744 -0.39214 0.454 -0.895 0.738
As 2.19568 2.07527 -0.52917 -0.385 -0.996 0.232
F 2.76777 3.57760 -1.17776 -0.261 0.257 0.009
F 1.43768 2.91115 0.80073 0.385 -0.009 -0.178
F 1.66599 0.54353 0.13629 -0.013 0.639 -0.493
F 2.81744 1.30528 -1.96969 -0.116 0.020 0.429
F 3.69845 1.86675 0.32569 -0.169 0.240 -0.185
F 0.60463 2.21537 -1.35575 0.532 0.164 -0.012
O -2.19371 -1.64789 2.50031 -0.566 -0.131 -0.413
C -1.55036 -0.51417 2.95268 1.095 0.322 1.458
O -1.95809 0.56811 2.48406 -0.217 0.040 -0.733
O -0.65705 -0.70595 3.82131 -0.671 0.015 -0.617
H -1.70034 -2.38125 2.87566 0.185 -0.013 0.013
C -1.19043 -2.10977 -2.11028 1.327 -0.751 1.392
O -0.61875 -2.47073 -0.92715 -0.572 0.424 -0.258
H -2.29208 -2.27762 -2.13677 -0.217 0.157 -0.374
H -0.96837 -1.04164 -2.35030 -0.366 0.460 -0.496
H -0.71358 -2.67149 -2.94775 -0.423 0.059 -0.511
```
Forces are in eV/Å.

Output
* HOMO-LUMO gap: 4.50 eV
* total charge: -2
* E_HOMO: -0.32 eV
* energy above the lowest of the compared OMol25 structures with the same formula, charge and spin: 0.00 kJ/mol

Atomic partial charges in e from the Löwdin method, atoms 1 to 5: K 0.8455; As 0.7465; F -0.2727; F -0.2651; F -0.2636

***

Computed, not measured: a 2-piece molecular cluster, C2H4BFO overall in a non-equilibrium geometry, with ωB97M-V/def2-TZVPD.

The geometry in XYZ format:
```
9
Properties=species:S:1:pos:R:3:forces:R:3
B -2.12425 -0.64709 0.68173 -1.402 0.856 -1.043
C 2.88962 0.75080 -0.00608 0.906 1.074 0.136
C 2.30629 -0.41401 0.08741 -1.048 -0.773 2.547
O 3.47416 1.76277 0.05074 -0.540 -0.682 -0.220
F 1.98925 -1.20112 -0.93603 -0.040 -0.268 -0.769
H -1.93401 -0.44126 -0.41879 0.580 0.226 -1.542
H -1.35358 -1.24388 1.21483 1.226 -1.074 1.592
H -3.16200 -0.19914 0.96453 -0.390 -0.004 0.991
H 1.93150 -0.75671 1.11355 0.708 0.646 -1.692
```
Forces are in eV/Å.

Output
* HOMO-LUMO gap: 9.19 eV
* E_HOMO: -9.33 eV
* energy above the lowest of the compared OMol25 structures with the same formula, charge and spin: 345.57 kJ/mol

Atomic partial charges in e from the Löwdin method, atoms 1 to 5: B 0.1517; C -0.1542; C -0.1817; O 0.1749; F 0.0165